DFT (wB97M-V/def2-TZVPD) results for C39H37BrMgN12O2PS as an isolated structure.

As for the net charge: +1. The HOMO-LUMO gap comes out at 6.537 eV. For the relative energy (zero: lowest compared OMol25 entry of this formula, charge and spin), the calculation gives 0.000 eV. For the LUMO energy, the calculation gives -2.699 eV.

Element x y z (Å)
Mg (-0.055553, -0.401958, 0.243455)
C (-2.739536, 4.370714, 0.984767)
N (-1.629190, 3.469291, 0.684324)
C (-0.342003, 3.881620, 0.462025)
C (0.391932, 2.754910, 0.244788)
N (-0.427130, 1.662497, 0.324538)
C (-1.648471, 2.111784, 0.595768)
P (-3.141387, 1.073495, 0.824762)
C (-2.469355, -0.105667, 2.045635)
N (-1.314831, -0.750066, 1.938614)
C (-1.223400, -1.576470, 3.023164)
C (-2.338775, -1.428375, 3.795117)
N (-3.122232, -0.494888, 3.171687)
C (-4.432106, -0.038291, 3.635819)
C (-2.947322, 0.007774, -0.649125)
N (-1.886333, -0.755064, -0.873344)
C (-2.135720, -1.447357, -2.025526)
C (-3.369677, -1.101579, -2.497591)
N (-3.881247, -0.184051, -1.616691)
C (-5.200466, 0.432499, -1.737757)
H (-2.532356, 4.918861, 1.900540)
H (-2.879331, 5.073272, 0.165891)
H (-3.649435, 3.793766, 1.115838)
H (-0.067647, 4.923848, 0.469886)
H (1.447457, 2.662474, 0.043533)
H (-0.369072, -2.216365, 3.173333)
H (-2.636045, -1.898375, 4.717381)
H (-4.641881, -0.510208, 4.590365)
H (-4.435578, 1.040536, 3.769341)
H (-5.208989, -0.316400, 2.927819)
H (-1.418863, -2.144993, -2.427857)
H (-3.925854, -1.434289, -3.358736)
H (-5.961863, -0.341399, -1.804498)
H (-5.395281, 1.043916, -0.863136)
H (-5.244471, 1.064335, -2.621832)
C (3.128022, 0.815505, -2.455377)
O (1.726265, 1.088860, -2.417700)
C (1.289327, 2.128358, -3.173659)
C (2.117904, 2.977018, -3.895080)
C (1.560223, 4.010484, -4.638013)
Br (2.711209, 5.139556, -5.620829)
C (0.205627, 4.243672, -4.652891)
C (-0.627024, 3.405925, -3.908879)
C (-0.091580, 2.330252, -3.212758)
O (-0.895263, 1.441922, -2.518887)
C (-2.059689, 3.756800, -3.817556)
N (-2.730964, 4.404179, -4.723667)
C (-3.976644, 4.642878, -4.155614)
C (-5.084823, 5.301747, -4.686907)
C (-6.208683, 5.423654, -3.893751)
C (-6.242276, 4.907476, -2.587840)
C (-5.154810, 4.245383, -2.047065)
C (-4.029747, 4.116880, -2.860011)
N (-2.793129, 3.529004, -2.673326)
H (3.452989, 0.593896, -3.472724)
H (3.285193, -0.051905, -1.827940)
H (3.701760, 1.656811, -2.061005)
H (3.187509, 2.841371, -3.902368)
H (-0.227665, 5.062070, -5.210974)
H (-1.562658, 1.110462, -3.133415)
H (-5.048786, 5.706467, -5.690430)
H (-7.082567, 5.933253, -4.277876)
H (-7.136937, 5.035436, -1.991754)
H (-5.182722, 3.857093, -1.035889)
H (-2.434112, 3.075215, -1.850597)
S (0.875511, -2.482616, -0.531164)
C (2.482857, -1.920837, -0.103254)
N (3.602840, -2.391408, -0.598743)
N (3.509085, -3.286209, -1.529702)
C (4.655100, -3.817915, -2.161278)
C (4.465702, -4.671274, -3.240016)
C (5.565722, -5.205906, -3.892041)
C (6.849957, -4.892349, -3.470619)
C (7.025555, -4.042869, -2.386175)
C (5.934426, -3.501394, -1.724665)
N (2.764503, -0.950458, 0.830483)
N (1.796498, -0.312467, 1.322010)
C (2.210773, 0.603432, 2.356640)
C (1.221956, 1.263121, 3.076336)
C (1.562284, 2.145339, 4.093494)
C (2.893614, 2.376169, 4.401924)
C (3.883446, 1.712623, 3.684538)
C (3.550205, 0.831008, 2.671267)
H (2.580545, -3.543376, -1.858824)
H (3.459482, -4.914502, -3.565197)
H (5.415649, -5.869723, -4.733517)
H (7.707651, -5.308966, -3.981633)
H (8.024307, -3.801124, -2.046045)
H (6.060434, -2.842885, -0.876121)
H (0.179068, 1.074346, 2.854686)
H (0.780337, 2.648547, 4.648915)
H (3.160866, 3.059211, 5.198160)
H (4.925996, 1.881046, 3.922281)
H (4.317492, 0.312018, 2.115550)

Cartesian forces (eV/Å) of the 2 atoms listed first:
-0.2 -0.5 0.0
0.1 0.0 0.0

Population analysis type natural (NBO), resulting atomic charges in e: atom 1 (Mg): 1.71, atom 2 (C): -0.41, atom 3 (N): -0.33, atom 4 (C): -0.07, atom 5 (C): -0.05, atom 6 (N): -0.61, atom 7 (C): 0.08, atom 8 (P): 0.75, atom 9 (C): 0.07, atom 10 (N): -0.59, atom 11 (C): -0.06, atom 12 (C): -0.06, atom 13 (N): -0.32, atom 14 (C): -0.41, atom 15 (C): 0.08, atom 16 (N): -0.59, atom 17 (C): -0.06, atom 18 (C): -0.09, atom 19 (N): -0.32, atom 20 (C): -0.41, atom 21 (H): 0.23, atom 22 (H): 0.23, atom 23 (H): 0.23, atom 24 (H): 0.24, atom 25 (H): 0.24, atom 26 (H): 0.24, atom 27 (H): 0.24, atom 28 (H): 0.23, atom 29 (H): 0.22, atom 30 (H): 0.22, atom 31 (H): 0.25, atom 32 (H): 0.24, atom 33 (H): 0.23, atom 34 (H): 0.22, atom 35 (H): 0.23, atom 36 (C): -0.26, atom 37 (O): -0.50, atom 38 (C): 0.26, atom 39 (C): -0.30, atom 40 (C): -0.07, atom 41 (Br): 0.09, atom 42 (C): -0.21, atom 43 (C): -0.13, atom 44 (C): 0.29, atom 45 (O): -0.71, atom 46 (C): 0.37, atom 47 (N): -0.43, atom 48 (C): 0.06, atom 49 (C): -0.17, atom 50 (C): -0.23, atom 51 (C): -0.21, atom 52 (C): -0.28, atom 53 (C): 0.15, atom 54 (N): -0.57, atom 55 (H): 0.19, atom 56 (H): 0.21, atom 57 (H): 0.18, atom 58 (H): 0.24, atom 59 (H): 0.26, atom 60 (H): 0.49, atom 61 (H): 0.23, atom 62 (H): 0.22, atom 63 (H): 0.22, atom 64 (H): 0.20, atom 65 (H): 0.42, atom 66 (S): -0.61, atom 67 (C): 0.07, atom 68 (N): -0.15, atom 69 (N): -0.36, atom 70 (C): 0.21, atom 71 (C): -0.27, atom 72 (C): -0.19, atom 73 (C): -0.22, atom 74 (C): -0.18, atom 75 (C): -0.27, atom 76 (N): -0.13, atom 77 (N): -0.42, atom 78 (C): 0.17, atom 79 (C): -0.26, atom 80 (C): -0.20, atom 81 (C): -0.21, atom 82 (C): -0.20, atom 83 (C): -0.23, atom 84 (H): 0.40, atom 85 (H): 0.21, atom 86 (H): 0.22, atom 87 (H): 0.22, atom 88 (H): 0.22, atom 89 (H): 0.24, atom 90 (H): 0.21, atom 91 (H): 0.21, atom 92 (H): 0.22, atom 93 (H): 0.22, atom 94 (H): 0.24